No. 1
{
  "formula": "C7H7N2S",
  "method": "wB97M-V/def2-TZVPD",
  "smiles": "[S-]c1cncn1[C@@H]1C=CC1",
  "homo_energy_ha": -0.084,
  "total_charge": -1,
  "symbols": ["C", "C", "C", "C", "C", "C", "C", "N", "N", "S", "H", "H", "H", "H", "H", "H", "H"],
  "positions_angstrom": [[2.793, 1.023, 0.030], [0.723, 1.528, -0.044], [2.084, -0.222, 0.004], [-2.501, -0.246, -0.134], [-1.600, -0.324, -1.138], [-1.524, -0.825, 0.910], [-0.537, -0.873, -0.256], [1.920, 2.045, 0.098], [0.768, 0.193, -0.133], [2.343, -1.905, -0.019], [3.883, 0.987, 0.216], [-0.047, 2.229, 0.088], [-3.543, 0.077, 0.081], [-1.517, -0.173, -2.159], [-1.417, -0.095, 1.659], [-1.947, -1.706, 1.199], [0.120, -1.713, -0.401]],
  "atomic_forces_ev_per_a": [[0.4, -3.4, 0.9], [1.1, 1.1, 0.4], [-0.4, 1.6, -0.9], [0.2, 0.1, -0.1], [-0.4, -0.6, 2.0], [-0.9, 2.4, -2.2], [3.4, 3.0, 0.6], [0.7, 1.0, -0.4], [-3.2, -2.0, 0.3], [1.2, -1.0, 0.1], [-0.8, 0.8, -0.2], [-1.7, 0.0, -0.2], [0.7, -0.2, -0.8], [-0.3, 0.6, -1.8], [0.9, 0.5, 1.3], [-0.4, -2.7, 1.4], [-0.4, -1.0, -0.4]]
}

No. 2
{
  "formula": "C7H7N3O",
  "method": "wB97M-V/def2-TZVPD",
  "smiles": "Cc1nc2c[nH]ccn-2c1=O",
  "homo_energy_ha": -0.269,
  "total_charge": 0,
  "symbols": ["C", "C", "C", "C", "C", "C", "C", "H", "H", "H", "H", "H", "H", "H", "N", "N", "N", "O"],
  "positions_angstrom": [[2.038, -1.903, -1.745], [1.220, -0.920, -0.940], [0.420, 0.816, -0.031], [0.230, 2.112, 0.274], [-1.783, 1.416, 1.367], [-1.674, 0.123, 0.979], [-0.018, -1.427, -0.181], [2.827, -2.389, -1.142], [2.474, -1.269, -2.521], [1.320, -2.593, -2.185], [0.932, 2.862, -0.003], [-0.911, 3.143, 1.639], [-2.732, 1.684, 1.871], [-2.303, -0.738, 1.171], [1.444, 0.316, -0.757], [-0.977, 2.460, 0.904], [-0.462, -0.205, 0.392], [-0.531, -2.500, -0.118]],
  "atomic_forces_ev_per_a": [[-0.3, 1.5, 0.2], [-0.3, -2.7, 0.8], [-0.5, 1.2, 1.0], [-0.9, -1.3, 0.2], [-2.6, -1.7, -0.4], [1.0, 1.1, 0.9], [0.6, 3.4, -0.3], [-0.5, 0.1, -0.3], [0.3, -0.5, -0.1], [0.3, -0.4, 0.1], [0.2, 0.4, -0.2], [0.3, 0.6, -0.2], [0.9, 0.2, -0.3], [-0.3, 0.5, 0.2], [0.9, 0.5, -1.0], [0.5, -0.1, 0.8], [0.9, -1.5, -1.6], [-0.5, -1.3, 0.2]]
}

No. 3
{
  "formula": "C7H7N3O",
  "method": "wB97M-V/def2-TZVPD",
  "homo_energy_ha": -0.348,
  "total_charge": 0,
  "symbols": ["C", "C", "C", "C", "C", "C", "C", "N", "N", "N", "O", "H", "H", "H", "H", "H", "H", "H"],
  "positions_angstrom": [[2.741, 0.281, -2.014], [2.426, -0.204, -0.818], [0.572, 0.156, -0.256], [0.684, -0.360, 0.977], [-0.608, 0.687, -0.966], [-0.370, -0.456, 1.996], [-0.302, 1.521, -2.250], [2.984, 0.532, -3.100], [2.846, -0.795, 0.216], [2.020, -0.804, 1.222], [-1.747, 0.388, -0.662], [0.106, -1.118, 2.814], [-0.475, 0.590, 2.289], [-1.315, -0.978, 1.760], [-1.216, 1.924, -2.522], [0.119, 0.887, -3.126], [0.521, 2.260, -2.120], [2.371, -1.168, 2.128]],
  "atomic_forces_ev_per_a": [[1.6, -0.5, -1.8], [-7.1, 0.5, 4.7], [3.6, -0.8, -0.8], [1.3, -0.4, -1.7], [0.8, -0.2, -1.7], [1.2, -1.4, 2.1], [2.5, -1.8, 0.2], [0.2, 0.8, -1.5], [2.2, 0.5, -0.6], [-2.0, -0.5, 1.5], [0.6, 0.4, 0.2], [-0.9, 1.4, -0.6], [-0.7, -0.3, 0.7], [0.6, 0.7, -0.5], [-1.6, 1.1, -0.8], [-0.9, 0.6, 1.6], [-0.8, -0.3, 0.2], [-0.6, 0.3, -1.2]]
}

No. 4
{
  "formula": "C7H7N3O2",
  "method": "wB97M-V/def2-TZVPD",
  "smiles": "N#CC(=O)C#N.CC(C)=CN=O",
  "homo_energy_ha": [-0.372, -0.372],
  "total_charge": 0,
  "symbols": ["C", "C", "C", "C", "C", "C", "C", "N", "N", "N", "O", "O", "H", "H", "H", "H", "H", "H", "H"],
  "positions_angstrom": [[-3.631, -0.851, -0.471], [-3.636, 1.193, 0.868], [0.455, -0.623, 0.290], [-3.459, 0.649, -0.466], [1.743, -0.168, 0.059], [2.898, -1.072, 0.215], [2.064, 1.194, -0.559], [-3.777, -1.976, -0.334], [-3.761, 1.444, 1.968], [-0.588, 0.199, 0.042], [-3.270, 1.316, -1.513], [-1.732, -0.212, 0.417], [0.180, -1.569, 0.749], [3.090, -1.520, 1.283], [3.992, -0.713, -0.017], [2.653, -1.839, -0.438], [2.308, 1.928, 0.333], [1.371, 1.633, -1.264], [3.100, 0.988, -1.164]],
  "atomic_forces_ev_per_a": [[-0.8, 1.5, -0.3], [-0.2, -0.2, -1.2], [1.1, -0.2, 0.6], [0.5, 0.9, -3.9], [-1.3, 1.2, -0.7], [3.2, 0.4, 3.2], [3.2, -0.3, 0.6], [-0.2, -0.6, -0.2], [-0.3, 0.6, 1.5], [-2.7, 0.5, 0.1], [-0.7, -2.1, 3.6], [4.5, 0.3, -0.1], [0.4, -0.2, 0.0], [-1.0, 0.7, -1.9], [-2.5, -0.1, 0.0], [0.0, -2.0, -1.2], [-0.4, -1.3, -1.9], [-0.4, -0.1, 0.4], [-2.4, 0.9, 1.5]]
}

No. 5
{
  "formula": "C7H7N3O2S",
  "method": "wB97M-V/def2-TZVPD",
  "smiles": "N[C@@H]1C=C[C@H](N=C=S)C=C1[N+](=O)[O-]",
  "homo_energy_ha": -0.347,
  "total_charge": 0,
  "symbols": ["C", "C", "C", "C", "C", "C", "C", "N", "N", "N", "O", "O", "S", "H", "H", "H", "H", "H", "H", "H"],
  "positions_angstrom": [[2.650, 1.117, 0.407], [-0.380, 1.705, 0.709], [0.379, 0.806, 1.592], [-0.872, 1.357, -0.467], [0.120, -0.631, 1.333], [-0.985, -0.119, -0.899], [-0.594, -1.009, 0.257], [1.841, 0.882, 1.268], [-0.053, -0.566, -1.987], [-0.892, -2.445, 0.186], [-1.692, -2.727, -0.671], [-0.313, -3.221, 0.935], [3.525, 1.448, -0.872], [-0.168, 2.773, 1.007], [0.150, 1.082, 2.604], [-1.095, 2.129, -1.231], [0.199, -1.492, 2.070], [-2.002, -0.397, -1.324], [-0.617, -0.660, -2.884], [0.799, -0.031, -2.033]],
  "atomic_forces_ev_per_a": [[-2.3, -0.1, 0.5], [1.2, 2.2, -0.3], [1.1, -1.4, -0.5], [-0.2, -0.5, -1.2], [-2.6, -2.2, 0.2], [0.1, -0.8, -0.7], [0.9, 1.0, 1.5], [1.2, 1.0, -0.1], [-2.1, 0.0, -1.0], [0.6, 0.3, -0.3], [-0.5, -0.8, -0.1], [-0.6, 0.3, -0.5], [0.2, -0.2, 0.5], [-0.7, -1.0, -0.7], [0.7, -0.1, 0.7], [-0.3, -0.6, 0.7], [0.7, 1.6, -0.7], [1.0, 0.6, 1.1], [1.7, 0.5, 1.4], [0.0, 0.2, -0.4]]
}

No. 6
{
  "formula": "C7H7N4O",
  "method": "wB97M-V/def2-TZVPD",
  "homo_energy_ha": -0.469,
  "total_charge": 1,
  "symbols": ["C", "C", "C", "C", "C", "C", "C", "N", "N", "N", "N", "O", "H", "H", "H", "H", "H", "H", "H"],
  "positions_angstrom": [[0.799, 1.453, 0.111], [0.615, 0.068, 0.097], [-0.275, 2.404, 0.068], [-1.477, 1.863, -0.120], [-0.741, -1.793, 0.096], [-1.804, 0.440, 0.011], [1.571, -2.260, -0.172], [2.736, 0.514, 0.045], [0.308, -2.504, 0.211], [1.825, -0.448, 0.075], [-0.619, -0.471, 0.107], [2.083, 1.667, 0.079], [-0.176, 3.506, 0.050], [-2.381, 2.596, -0.150], [-1.623, -2.366, 0.059], [-2.462, 0.183, 0.838], [-2.519, 0.191, -0.737], [2.264, -2.702, 0.533], [1.875, -2.339, -1.201]],
  "atomic_forces_ev_per_a": [[-1.1, -1.0, 0.1], [0.3, 3.9, 0.3], [-0.2, 1.0, -0.7], [-1.8, 2.3, 1.3], [1.8, -1.1, 0.4], [-0.3, -1.0, 0.5], [0.4, -0.3, 1.7], [0.4, -2.1, 0.1], [0.6, -0.7, -1.2], [1.0, 0.1, -0.5], [-2.5, 0.4, -1.0], [0.3, 0.4, 0.0], [0.4, -1.0, 0.1], [1.6, -1.6, -0.2], [-1.7, 0.3, 0.2], [0.3, 0.7, 0.9], [0.1, -0.7, -1.6], [0.5, 0.3, -0.1], [-0.2, 0.1, -0.4]]
}

Record-wise relative energy (zero: lowest compared OMol25 entry of this formula, charge and spin) values, in kJ/mol: 0.00, 157.06, 439.37, 684.51, 372.95, 80.52
Record-wise molecular weight values, in g mol⁻¹: 151.21, 149.15, 149.15, 165.15, 197.22, 163.16